(1)
The following is a quantum chemistry calculation of C50H75As4N3O2ReS as an isolated structure, from the Open Molecules 2025 dataset.

```
! wB97M-V def2-TZVPD RIJCOSX def2/J DEFGRID3
* xyz 2 4
Re 1.21953 0.22181 -1.05345
O 2.94975 -0.52250 -0.47552
C 3.97096 -1.19786 -1.01050
C 4.87589 -1.81565 -0.13697
C 5.97940 -2.47608 -0.62480
C 6.21343 -2.55978 -2.00007
C 5.30880 -1.99820 -2.86414
C 4.17386 -1.31763 -2.38643
C 3.17495 -0.82014 -3.30197
N 1.95312 -0.34192 -3.00791
C 1.33191 -0.09001 -4.22785
C 2.15753 -0.41534 -5.23898
N 3.30971 -0.86957 -4.63895
H 4.68045 -1.76312 0.92151
H 6.66976 -2.94217 0.06659
H 7.08449 -3.07535 -2.37972
H 5.48367 -2.09832 -3.92878
H 0.33720 0.30267 -4.26497
H 2.04119 -0.36732 -6.30823
H 4.13681 -1.18140 -5.11925
C 2.81682 2.27755 2.24437
As 2.00787 2.15436 0.48744
C 3.63344 2.65699 -0.46788
C 0.66289 3.56504 0.72503
C 0.37743 4.62518 -0.34168
C 1.66506 5.27647 -0.85742
C -0.41262 4.01044 -1.49428
As 0.31933 2.46888 -2.45342
C -1.19059 2.32167 -3.66984
C 1.60922 3.24137 -3.69426
C -0.45299 5.75747 0.29479
As -2.30990 5.64557 1.00165
C -3.29778 5.62564 -0.69923
C -2.57624 3.75272 1.44675
H 3.14814 3.31433 2.30261
H 3.67325 1.61416 2.32094
H 2.09047 2.05367 3.01682
H 4.00060 3.63165 -0.15776
H 3.52138 2.61840 -1.54597
H 4.34826 1.88700 -0.17588
H 0.95540 4.04942 1.65745
H -0.24243 2.99341 0.94149
H 2.30051 4.58196 -1.40410
H 2.24815 5.68850 -0.03097
H 1.42578 6.10129 -1.53057
H -0.58976 4.75721 -2.27277
H -1.39004 3.67520 -1.14278
H -1.51163 3.34016 -3.88091
H -1.99767 1.77116 -3.19403
H -0.90773 1.85406 -4.60913
H 1.27838 4.24615 -3.95387
H 1.62392 2.62601 -4.59223
H 2.61293 3.29099 -3.28900
H -0.54366 6.56090 -0.44374
H 0.13683 6.18437 1.11022
H -2.90682 6.39997 -1.35975
H -4.33897 5.86441 -0.48788
H -3.26145 4.66136 -1.20808
H -1.99149 3.45928 2.31900
H -2.37222 3.07213 0.61638
H -3.62840 3.65360 1.71225
C 2.10143 -5.40742 5.12532
C 1.63779 -4.10566 4.53761
C 0.30083 -3.74906 4.53137
C -0.16860 -2.56646 3.95658
C -1.63283 -2.28256 4.20166
C 0.75113 -1.71779 3.31965
As 0.38076 -0.09834 2.26862
N 0.47063 -0.80874 0.47698
C 0.20748 -2.18546 0.25687
C -0.82110 -2.81568 0.96213
C -1.07160 -4.16941 0.82043
C -0.32603 -4.93515 -0.06753
C 0.68280 -4.32101 -0.79313
C 0.96012 -2.96865 -0.62503
C -1.44618 0.40607 2.78656
C -2.61418 0.43236 2.01774
C -2.70254 0.00668 0.57723
C -3.80408 0.86669 2.60441
C -3.86929 1.30681 3.91355
C -5.16022 1.76650 4.53025
C -2.68408 1.33275 4.64150
C -1.48098 0.89978 4.10798
C -0.25564 1.00984 4.98758
C 2.12768 -2.01231 3.41854
C 3.19439 -1.02195 3.01911
C 2.54484 -3.19673 4.00480
H 1.31448 -5.88289 5.70884
H 2.96606 -5.25779 5.77253
H 2.39950 -6.10201 4.33689
H -0.41989 -4.40816 5.00405
H -2.17989 -3.22073 4.29113
H -2.12615 -1.66319 3.45956
H -1.74053 -1.75583 5.15393
H -1.42435 -2.23253 1.63871
H -1.86181 -4.62589 1.40533
H -0.52059 -5.99360 -0.18064
H 1.29011 -4.90062 -1.47804
H 1.79816 -2.55221 -1.16770
H -1.75992 0.06882 0.04805
H -3.43527 0.63242 0.05788
H -3.05029 -1.02480 0.49876
H -4.70740 0.86790 2.00074
H -5.99651 1.63722 3.84485
H -5.10602 2.82155 4.80476
H -5.37790 1.20635 5.44050
H -2.69881 1.69308 5.66566
H -0.54840 1.01312 6.03665
H 0.27016 1.95057 4.79892
H 0.45746 0.19490 4.86609
H 3.13173 -0.13800 3.65650
H 3.11919 -0.70170 1.98184
H 4.18351 -1.45474 3.17379
H 3.60790 -3.40732 4.06844
C -4.54823 -2.90113 -1.13170
C -3.69814 -2.01893 -2.04286
C -2.28849 -2.58293 -2.13955
S -1.02756 -1.60489 -2.95845
O -0.76684 -0.32913 -2.10758
C -1.99942 -1.03634 -4.36898
C -2.31318 -2.19004 -5.32261
C -1.08775 -2.75725 -6.03070
H -5.57834 -2.54747 -1.10325
H -4.16632 -2.90986 -0.10898
H -4.56122 -3.93300 -1.48794
H -3.66452 -0.99563 -1.66526
H -4.16514 -1.98641 -3.02880
H -2.27460 -3.53100 -2.68617
H -1.85202 -2.78466 -1.16306
H -1.40522 -0.27604 -4.87429
H -2.90148 -0.55595 -3.99278
H -3.01862 -1.80060 -6.05880
H -2.84960 -2.98092 -4.79318
H -0.59326 -1.98646 -6.62712
H -1.37753 -3.56016 -6.70695
H -0.35563 -3.16248 -5.32924
*
```

Values from the calculation:
Frontier orbital gap (alpha / beta), eV: 6.4 / 6.1
LUMO level (alpha / beta), Eh: -0.1958 / -0.2180
HOMO (alpha / beta), eV: -11.746 / -12.042
Molar mass, g/mol: 1268.13



(2)
The following is a quantum chemistry calculation of a 18-piece molecular cluster, C50H75BrN19O3 overall, from the Open Molecules 2025 dataset.

```
! wB97M-V def2-TZVPD RIJCOSX def2/J DEFGRID3
* xyz 1 1
C -3.80700 -3.65524 1.56398
C -2.83171 -4.04939 2.66997
O -1.49214 -3.60103 2.40046
C -1.25968 -2.32635 2.95019
C 0.08078 -1.80002 2.46240
N 1.02611 -2.92731 2.25819
C 2.41905 -2.50194 1.90153
C 2.47225 -1.03510 1.48671
N 1.36150 -0.63713 0.66173
C 0.04558 -0.87603 1.21973
C -0.80341 -1.51271 0.13059
O -0.17039 -2.72410 -0.28115
C -1.03403 -3.67036 -0.81024
C -0.95374 -4.96800 -0.33181
C -1.76911 -5.95647 -0.85053
C -2.67631 -5.65325 -1.85676
C -2.76339 -4.35052 -2.30949
C -1.94672 -3.35796 -1.79998
C -0.69140 0.42362 1.65793
C -0.44343 1.56143 0.72610
O -0.03075 1.49398 -0.37412
Br -0.95246 3.30964 1.44525
H -4.61595 -4.36234 1.45620
H -4.22751 -2.67966 1.80098
H -3.24408 -3.52691 0.64873
H -2.82811 -5.12655 2.79067
H -3.14181 -3.64480 3.63129
H -2.08698 -1.64947 2.75021
H -1.20132 -2.42253 4.03869
H 0.48590 -1.21173 3.28087
H 0.64484 -3.60679 1.59660
H 1.09517 -3.41674 3.15239
H 2.83022 -3.11670 1.11141
H 3.05518 -2.65454 2.75550
H 2.48704 -0.39840 2.37038
H 3.39949 -0.86689 0.95447
H 1.44667 -0.99845 -0.28129
H -0.77393 -0.81629 -0.70841
H -1.83924 -1.66037 0.41850
H -0.24966 -5.19617 0.45163
H -1.67975 -6.96662 -0.48625
H -3.29120 -6.43740 -2.26537
H -3.46251 -4.11284 -3.09215
H -2.02678 -2.34555 -2.16386
H -0.47173 0.66657 2.69281
H -1.76227 0.23364 1.61597
C 4.95045 -0.24397 5.14789
C 4.41105 -1.53706 5.53974
N 3.97789 -2.56512 5.81175
H 5.98077 -0.35321 4.81651
H 4.36137 0.16673 4.32838
H 4.91639 0.44625 5.98958
C 3.55729 2.46799 0.06433
C 4.49045 2.07941 1.11220
N 5.16860 1.79102 1.99562
H 2.81964 1.67723 -0.08744
H 3.05339 3.37812 0.37682
H 4.08115 2.65424 -0.87066
C 6.57784 5.44039 1.70839
C 5.20723 5.41053 1.22301
N 4.12174 5.40281 0.84626
H 6.97853 6.44479 1.61859
H 6.59844 5.14390 2.75590
H 7.19203 4.75715 1.13238
C -1.96086 6.02312 4.95285
C -2.23181 4.61037 5.18544
N -2.43935 3.49532 5.36270
H -0.97819 6.14237 4.50029
H -2.70868 6.44040 4.28238
H -1.99102 6.56357 5.89715
C -6.58169 -6.06046 -3.42615
C -6.20312 -5.09424 -2.40357
N -5.90342 -4.33325 -1.59765
H -5.83985 -6.85659 -3.48525
H -7.55018 -6.48967 -3.17578
H -6.65137 -5.56404 -4.39211
C -0.04806 0.49747 -3.67261
C 0.84576 -0.43617 -3.00222
N 1.55010 -1.17243 -2.47273
H -0.63847 -0.02617 -4.42280
H -0.71469 0.95341 -2.94178
H 0.53011 1.27570 -4.16458
C -0.88765 4.42406 -5.79515
C -0.68160 3.08090 -6.31979
N -0.50163 2.02431 -6.72983
H 0.02182 5.00818 -5.92626
H -1.70104 4.91471 -6.32487
H -1.13216 4.37445 -4.73553
C 2.42270 3.36243 4.97629
C 3.41793 3.05109 5.99586
N 4.19996 2.81317 6.79927
H 1.85952 2.46546 4.72368
H 1.73356 4.11723 5.34991
H 2.91752 3.73816 4.08179
C 3.01556 3.68044 -6.56991
C 2.54093 4.92026 -7.17200
N 2.14978 5.89069 -7.64069
H 2.42703 2.84301 -6.94187
H 4.06152 3.52378 -6.82508
H 2.91683 3.73515 -5.48699
C -0.18385 8.05520 8.95329
C -1.46248 7.80421 8.30141
N -2.47289 7.61628 7.79214
H -0.34231 8.62982 9.86320
H 0.29268 7.11063 9.20702
H 0.46616 8.61708 8.28587
C 8.65294 4.34508 -2.44893
C 8.64727 5.29236 -1.34181
N 8.65442 6.03560 -0.46851
H 8.20072 3.40648 -2.13437
H 8.08886 4.75316 -3.28503
H 9.67621 4.15797 -2.76707
C -9.91992 -3.14593 -1.01841
C -9.76654 -4.45138 -1.64423
N -9.64040 -5.47908 -2.13567
H -8.97418 -2.60905 -1.05870
H -10.68132 -2.57275 -1.54310
H -10.21813 -3.26858 0.02056
C -2.06910 -9.44636 -2.65209
C -3.45412 -9.41720 -3.10097
N -4.54895 -9.36465 -3.43738
H -1.67476 -8.43138 -2.64789
H -2.01225 -9.85791 -1.64620
H -1.46359 -10.05713 -3.31810
C -6.28697 -11.43045 -5.97657
C -7.58677 -11.55215 -6.62412
N -8.60966 -11.64658 -7.13283
H -6.39679 -10.94337 -5.00979
H -5.85364 -12.41792 -5.83112
H -5.61975 -10.83638 -6.59738
C 0.75085 7.03041 1.13018
C -0.39760 7.64198 1.78505
N -1.29997 8.11446 2.31143
H 1.56176 7.75043 1.04787
H 1.09357 6.17613 1.71079
H 0.47264 6.69373 0.13379
C 4.90206 9.26125 1.23663
C 5.84292 8.86926 2.27804
N 6.58358 8.55906 3.09565
H 4.19304 8.45387 1.06062
H 4.36296 10.15465 1.54518
H 5.44024 9.47002 0.31434
C 0.88642 -3.64304 -4.93806
C -0.42233 -3.94196 -5.50560
N -1.45686 -4.16490 -5.94702
H 0.76255 -3.05460 -4.03188
H 1.40638 -4.56738 -4.69527
H 1.48221 -3.07668 -5.65119
*
```

Values from the calculation:
Frontier orbital gap, eV: 9.2
LUMO level, Eh: -0.0855
Energy relative to the best compared isomer or geometry (same formula, charge and spin), kJ/mol: 0.0
HOMO, eV: -11.490
Molar mass, g/mol: 1070.18